A single C2H2N6 molecule at a distorted geometry, computed with ωB97M-V with the def2-TZVPD basis set.

Structure (ORCA input):
```
! RIJCOSX wB97M-V def2-TZVPD def2/J DEFGRID3
* xyz 0 1
N 1.61 -0.80 0.80
N 0.33 -1.21 -1.00
N -0.40 1.51 -0.48
N 0.80 1.16 -0.85
N -1.58 -0.71 0.26
N -0.93 -1.57 -0.70
C 0.99 -0.30 -0.31
C -1.29 0.55 0.38
H -1.68 1.33 0.98
H 2.13 0.04 0.92
*
```

Calculated values
Highest occupied orbital energy: -10.308 eV
E: -405.70151 Eh
Energy above the lowest of the compared OMol25 structures with the same formula, charge and spin: 97.0 kcal per mole
SMILES: [H]/N=c1\nncnnn1
Frontier orbital gap: 0.3142 hartree

A single C3H4ClF molecule, computed with ωB97M-V with the def2-TZVPD basis set.

Structure (ORCA input):
```
! RIJCOSX wB97M-V def2-TZVPD def2/J DEFGRID3
* xyz 0 1
Cl -2.23 -0.65 -0.06
F 1.67 -1.13 0.09
C 0.56 -0.50 -0.42
C -0.58 -0.30 0.48
C 0.17 0.92 -0.04
H 0.37 -0.81 -1.43
H -0.44 -0.47 1.53
H 0.79 1.43 0.68
H -0.30 1.50 -0.82
*
```

Calculated values
Highest occupied orbital energy: -10.419 eV
E: -676.72649 Eh
Energy above the lowest of the compared OMol25 structures with the same formula, charge and spin: 9.4 kcal per mole
SMILES: F[C@@H]1C[C@H]1Cl
Frontier orbital gap: 0.4244 hartree

A single C3H5N3O molecule at a distorted geometry, computed with ωB97M-V with the def2-TZVPD basis set.

Structure (ORCA input):
```
! RIJCOSX wB97M-V def2-TZVPD def2/J DEFGRID3
* xyz 0 1
O -2.84 0.72 -0.25
N -0.38 0.82 -0.30
N -0.21 -1.27 0.48
N -1.54 -0.88 0.35
C -1.65 0.35 -0.12
C 1.96 -0.12 0.03
C 0.46 -0.23 0.08
H 2.33 0.68 0.68
H -2.70 -0.83 0.33
H 2.39 -1.07 0.35
H -0.13 1.72 -0.65
H 2.31 0.09 -0.99
*
```

Calculated values
Highest occupied orbital energy: -8.871 eV
E: -356.77052 Eh
Energy above the lowest of the compared OMol25 structures with the same formula, charge and spin: 54.5 kcal per mole
SMILES: Cc1n[nH]c(=O)[nH]1
Frontier orbital gap: 0.3497 hartree

2 unconnected molecules or ions with the total composition C6H6N2O2 at a distorted geometry, computed with ωB97M-V with the def2-TZVPD basis set.

Structure (ORCA input):
```
! RIJCOSX wB97M-V def2-TZVPD def2/J DEFGRID3
* xyz 0 1
O 2.50 0.59 -1.29
O -1.02 -2.20 -1.08
N 0.78 -0.93 -1.04
N -0.39 -1.19 0.99
C 0.47 -0.20 1.43
C 1.67 0.00 -0.57
C -2.08 1.15 -0.73
C 1.65 0.17 0.87
C -0.24 -1.56 -0.38
C -1.44 2.15 -0.38
H 0.71 -1.18 -1.97
H -1.26 -1.27 1.49
H 2.23 0.83 1.46
H -0.76 3.19 -0.67
H 0.15 0.03 2.48
H -2.98 0.42 -0.61
*
```

Calculated values
Highest occupied orbital energy: -9.512 eV
E: -492.12624 Eh
Energy above the lowest of the compared OMol25 structures with the same formula, charge and spin: 73.6 kcal per mole
SMILES: O=c1cc[nH]c(=O)[nH]1.C#C
Frontier orbital gap: 0.3688 hartree

2 unconnected molecules or ions with the total composition C5H14N2O, computed with ωB97M-V with the def2-TZVPD basis set.

Structure (ORCA input):
```
! RIJCOSX wB97M-V def2-TZVPD def2/J DEFGRID3
* xyz 0 1
O 1.93 -1.01 0.66
N -0.64 0.54 0.38
N -1.92 -0.72 -1.14
C 2.10 -0.78 -0.72
C -0.34 1.59 -0.43
C 0.30 2.78 0.21
C -1.29 -0.58 0.12
C -1.41 -1.66 1.13
H 1.53 0.12 -0.95
H -1.37 -0.31 -1.88
H -0.16 0.55 1.27
H -1.01 1.77 -1.25
H 1.72 -1.62 -1.31
H 3.15 -0.62 -0.97
H -0.73 -1.48 1.96
H 1.06 2.47 0.93
H 0.77 3.40 -0.54
H -0.42 3.42 0.75
H -2.13 -1.69 -1.34
H 2.45 -1.78 0.92
H -1.16 -2.63 0.69
H -2.43 -1.74 1.52
*
```

Calculated values
Highest occupied orbital energy (alpha / beta): -5.563 / -5.562 eV
E: -383.56872 Eh
Energy above the lowest of the compared OMol25 structures with the same formula, charge and spin: 82.8 kcal per mole
Frontier orbital gap (alpha / beta): 0.2327 / 0.2327 hartree

A single CH3NOS molecule at a distorted geometry, computed with ωB97M-V with the def2-TZVPD basis set.

Structure (ORCA input):
```
! RIJCOSX wB97M-V def2-TZVPD def2/J DEFGRID3
* xyz 0 1
S -1.69 -0.23 -0.27
O 2.12 -0.05 -0.24
N -0.16 0.44 -0.20
C 1.01 -0.43 -0.10
H 0.69 -1.48 0.11
H 0.16 1.42 -0.15
H -2.13 0.33 0.85
*
```

Calculated values
Highest occupied orbital energy: -9.405 eV
E: -568.06185 Eh
Energy above the lowest of the compared OMol25 structures with the same formula, charge and spin: 24.4 kcal per mole
SMILES: O=CNS
Frontier orbital gap: 0.3729 hartree

A molecular structure, C22H37CoGeN3O2Si3, computed with ωB97M-V with the def2-TZVPD basis set.

Structure (ORCA input):
```
! RIJCOSX wB97M-V def2-TZVPD def2/J DEFGRID3
* xyz 1 1
Ge 0.05 0.01 2.71
Co -0.65 -0.15 0.45
Si -1.95 -1.17 3.26
Si 2.15 -1.02 3.25
Si -0.15 2.19 3.70
O -0.65 1.74 0.31
O -1.62 4.21 -0.03
N 1.00 0.06 -0.30
N 1.47 1.31 -0.47
N -0.40 -2.01 0.02
C -1.66 -3.01 3.41
C 1.19 3.33 3.09
C 2.02 -1.26 5.09
C -3.10 -0.73 1.81
C 0.34 -4.53 -0.85
C 1.99 4.04 -0.72
C 1.20 6.29 -0.82
C -0.35 4.53 -0.30
C 1.63 -0.99 -0.63
C -1.89 2.79 3.37
C -1.27 -3.03 0.06
C 1.24 -3.47 -0.92
C 2.37 -2.69 2.43
C 2.25 5.37 -0.92
C -0.08 5.88 -0.52
C -0.93 -4.30 -0.37
C 0.49 2.16 -0.17
C -2.68 -0.61 4.88
C 0.06 1.99 5.54
C 0.83 -2.22 -0.49
C 0.70 3.58 -0.39
C 3.51 0.15 2.76
H 2.63 -0.95 -1.05
H -1.94 -0.69 5.68
H -0.90 6.58 -0.45
H -2.25 -2.81 0.44
H 2.78 3.30 -0.80
H 3.56 1.00 3.44
H -1.68 3.25 0.12
H 1.42 -3.23 2.37
H 3.07 -3.30 3.01
H 3.25 5.70 -1.16
H -3.05 0.41 4.85
H -0.24 2.92 6.04
H 1.39 7.34 -0.98
H -1.13 -3.21 4.35
H 1.81 -0.32 5.61
H 4.48 -0.36 2.79
H -2.57 -0.49 0.87
H -3.80 -1.54 1.57
H -1.05 -3.42 2.60
H 0.92 4.38 3.28
H -3.69 0.16 2.04
H 2.12 3.12 3.63
H -2.60 -3.56 3.44
H 1.22 -1.96 5.33
H -2.57 2.39 4.12
H 2.24 -3.59 -1.31
H 1.39 3.23 2.03
H 1.11 1.81 5.80
H 2.95 -1.66 5.50
H -0.54 1.18 5.96
H -1.96 3.88 3.40
H -1.67 -5.10 -0.32
H -2.25 2.46 2.39
H -3.52 -1.27 5.14
H 0.64 -5.52 -1.18
H 2.78 -2.59 1.43
H 3.36 0.53 1.75
*
```

Calculated values
Highest occupied orbital energy (alpha / beta): -10.859 / -10.857 eV
E: -5503.29786 Eh
Frontier orbital gap (alpha / beta): 0.2424 / 0.2332 hartree

A single C2H5NS molecule at a distorted geometry, computed with ωB97M-V with the def2-TZVPD basis set.

Structure (ORCA input):
```
! RIJCOSX wB97M-V def2-TZVPD def2/J DEFGRID3
* xyz 0 1
S 0.65 -2.12 -0.37
N -0.43 -0.91 -0.56
C -0.36 1.44 0.49
C 0.14 -0.03 0.05
H -1.21 1.45 0.10
H -0.35 1.36 1.49
H 1.34 -0.20 -0.02
H 0.31 2.16 -0.18
H -0.08 -3.14 -1.00
*
```

Calculated values
Highest occupied orbital energy: -8.684 eV
E: -532.01440 Eh
Energy above the lowest of the compared OMol25 structures with the same formula, charge and spin: 80.4 kcal per mole
Frontier orbital gap: 0.3547 hartree

A molecular structure, C21H44BrN5O10PS2 at a distorted geometry, computed with ωB97M-V with the def2-TZVPD basis set.

Structure (ORCA input):
```
! RIJCOSX wB97M-V def2-TZVPD def2/J DEFGRID3
* xyz -1 1
Br -4.17 -3.00 0.23
S -2.84 0.34 3.63
S 6.21 -1.48 -1.10
P -1.33 -0.94 2.71
O 0.60 -1.53 -3.88
O 7.22 -2.38 -1.59
O 2.28 3.60 -3.16
O 2.66 -1.11 -4.56
O 4.77 -2.25 -1.12
O 6.33 -0.77 0.16
O 1.59 2.60 1.91
O 5.88 -0.39 -2.27
O -2.80 4.66 3.69
O 0.78 -0.94 -0.84
N 0.24 -0.34 3.41
N 1.43 -1.06 -4.67
N -2.50 1.19 -1.74
N 3.24 3.69 0.84
N 2.01 2.14 -0.26
C 2.24 2.80 0.90
C 0.90 -0.36 -5.87
C -1.90 4.67 4.52
C -1.71 5.84 5.46
C -3.53 1.89 -2.24
C -3.59 0.61 -4.25
C 4.65 -0.72 -2.90
C 1.17 4.31 -3.10
C -3.41 -2.98 3.25
C -0.30 -1.69 0.00
C -1.81 -4.71 1.39
C 1.32 -1.53 0.59
C -1.48 -0.65 0.84
C -0.80 -5.87 0.77
C 3.83 -1.45 -1.84
C -0.93 3.52 4.65
C -2.52 -0.13 -3.77
C -4.11 1.65 -3.48
C -1.76 -2.72 3.29
C -0.92 -3.90 2.53
C -2.01 0.19 -2.52
H 1.02 4.95 -2.22
H -0.73 6.29 5.30
H 0.13 -3.55 2.14
H 4.15 0.18 -3.26
H -3.78 -2.64 2.17
H 0.98 5.04 -3.91
H 0.62 0.30 2.65
H -0.19 -0.38 -5.84
H -4.95 2.24 -3.83
H 1.93 -2.34 -0.01
H -4.02 0.39 -5.23
H -0.68 -4.73 3.37
H -2.73 -5.30 1.86
H 3.05 -2.08 -2.27
H -2.48 6.59 5.25
H -1.18 -0.36 -2.09
H -0.68 -2.83 -0.36
H -1.18 2.75 3.91
H 1.26 0.67 -5.84
H -0.80 -6.83 1.49
H 0.94 -1.14 3.40
H 2.53 2.30 -1.10
H 3.45 4.20 1.69
H -1.27 0.44 0.47
H -2.54 -1.08 0.49
H 4.87 -1.38 -3.75
H 0.09 3.87 4.46
H -3.66 -4.12 3.45
H -2.09 -0.94 -4.35
H -2.27 -4.00 0.57
H -3.90 2.69 -1.60
H -1.82 5.50 6.49
H 0.32 -5.53 0.71
H 0.21 3.76 -3.11
H 1.26 1.46 -0.26
H -1.48 -2.78 4.45
H 1.71 -0.44 0.85
H -1.00 3.09 5.65
H 3.38 -0.75 -1.13
H -1.21 -6.25 -0.26
H 3.79 3.87 0.02
H -3.31 1.25 2.65
H 1.27 -0.88 -6.75
H -3.93 -2.32 4.09
*
```

Calculated values
Highest occupied orbital energy: -3.075 eV
E: -5564.11786 Eh
Frontier orbital gap: 0.1748 hartree

A molecular structure, C37H58F3HfN2O2PSb at a distorted geometry, computed with ωB97M-V with the def2-TZVPD basis set.

Structure (ORCA input):
```
! RIJCOSX wB97M-V def2-TZVPD def2/J DEFGRID3
* xyz 3 1
Hf -0.49 -0.34 0.68
Sb 1.30 2.06 -0.14
P -0.64 -3.15 1.29
F 3.19 0.89 6.68
F 4.19 1.52 4.91
F 4.40 -0.51 5.58
O -2.00 0.25 -0.62
O -0.40 -1.00 -1.36
N 0.37 -0.14 2.76
N -2.07 0.93 -3.49
C -1.38 2.74 1.12
C 0.10 0.36 3.96
C -2.96 -1.39 -4.95
C -0.10 -4.18 -1.31
C -2.08 -0.32 -3.01
C 2.61 -0.59 3.41
C 1.60 -0.63 2.50
C 3.28 4.26 0.69
C -0.34 -3.91 3.01
C -3.57 1.38 -7.38
C 2.83 0.38 -2.05
C -0.06 -2.96 4.20
C -2.57 2.32 -5.39
C 1.07 1.63 -3.32
C 0.05 -4.51 0.19
C -2.98 -0.08 -5.57
C -2.45 -1.51 -3.69
C 2.11 1.76 -2.20
C -1.47 -0.38 -1.65
C -2.48 -3.07 1.23
C -0.43 -5.95 0.56
C 1.09 0.45 4.94
C 3.01 2.93 -2.51
C -2.49 1.01 -4.79
C -2.94 -1.87 2.00
C -3.04 2.48 -6.68
C -1.39 -4.93 3.46
C -3.11 -3.11 -0.18
C 3.56 0.50 5.48
C 2.77 2.88 1.17
C -0.15 4.82 0.59
C 4.00 1.94 1.14
C 2.16 3.00 2.54
C -0.43 3.39 0.09
C -3.56 0.12 -6.82
C -1.08 3.54 -1.32
C 2.36 0.05 4.62
H 3.60 -1.05 3.19
H -2.03 4.08 -1.20
H -3.03 3.48 -7.11
H 1.73 -1.06 1.51
H -0.41 4.08 -1.97
H -0.87 2.62 2.07
H -2.22 -4.42 3.99
H -1.81 -5.58 2.69
H -2.78 -3.97 1.79
H 3.70 0.98 1.52
H 0.01 -6.68 -0.12
H -2.28 3.33 1.30
H 0.36 -3.23 -1.59
H 3.61 4.22 -0.38
H -1.11 5.30 0.80
H -0.93 -5.67 4.12
H 1.20 3.53 2.56
H -2.65 -2.40 -0.85
H -4.16 -2.84 -0.13
H 3.44 0.33 -1.13
H 2.46 5.01 0.77
H -0.85 -2.24 4.36
H 0.48 4.87 1.49
H 1.15 -4.42 0.41
H 3.39 2.83 -3.55
H 2.04 -0.36 -1.92
H 3.83 3.08 -1.81
H -3.91 -0.78 -7.34
H 0.33 0.83 -3.07
H -2.86 -0.90 1.41
H 4.35 1.81 0.12
H -1.51 -6.13 0.55
H 4.19 4.54 1.25
H 1.57 1.33 -4.26
H 0.40 5.39 -0.19
H -3.04 -4.10 -0.64
H 2.00 2.02 3.03
H 0.39 -4.92 -1.95
H -2.49 -1.70 3.01
H 0.90 -2.42 4.14
H 0.03 -3.61 5.06
H 2.47 3.87 -2.57
H -1.77 1.80 0.86
H -2.28 3.22 -4.85
H -1.13 -4.17 -1.63
H -3.28 -2.29 -5.49
H -4.00 1.48 -8.37
H 0.84 1.00 5.84
H 3.42 0.21 -2.90
H 4.85 2.35 1.72
H -0.02 -6.27 1.49
H -1.27 2.61 -1.85
H 2.80 3.60 3.16
H -2.38 -2.51 -3.20
H -0.90 0.72 4.03
H 0.48 2.49 -3.50
H 0.62 -4.43 2.82
H -4.03 -1.92 2.13
*
```

Calculated values
Highest occupied orbital energy: -15.240 eV
E: -2632.96527 Eh
Energy above the lowest of the compared OMol25 structures with the same formula, charge and spin: 25.0 kcal per mole
Frontier orbital gap: 0.1975 hartree

3 unconnected molecules or ions with the total composition C4H14NO2 at a distorted geometry, computed with ωB97M-V with the def2-TZVPD basis set.

Structure (ORCA input):
```
! RIJCOSX wB97M-V def2-TZVPD def2/J DEFGRID3
* xyz 1 1
O -0.19 1.00 -3.26
O -1.31 -2.75 -0.30
N 0.69 -0.57 -0.68
C 0.88 0.07 0.71
C -0.37 0.29 1.43
C 2.10 0.04 1.27
C -0.93 1.79 1.37
H -1.10 1.19 -3.46
H 2.20 0.56 2.22
H -0.05 2.53 1.47
H 3.05 -0.29 0.68
H -1.57 1.88 0.45
H 0.55 0.13 -1.45
H -1.52 -3.13 -1.19
H -1.78 1.77 2.16
H 1.68 -0.99 -0.89
H -0.14 0.14 2.51
H -1.35 -3.60 0.14
H -0.01 -1.31 -0.91
H 0.36 1.74 -3.50
H -1.18 -0.47 1.22
*
```

Calculated values
Highest occupied orbital energy: -14.000 eV
E: -365.75299 Eh
Energy above the lowest of the compared OMol25 structures with the same formula, charge and spin: 48.8 kcal per mole
Frontier orbital gap: 0.3994 hartree

A single C4H5N3 molecule at a distorted geometry, computed with ωB97M-V with the def2-TZVPD basis set.

Structure (ORCA input):
```
! RIJCOSX wB97M-V def2-TZVPD def2/J DEFGRID3
* xyz 0 1
N -1.66 -1.49 -1.02
N -1.62 -0.39 -0.31
N -0.43 -1.92 -1.23
C -0.09 1.11 0.71
C 0.42 -0.94 -0.69
C 0.89 1.74 1.28
C -0.30 0.05 -0.23
H 0.61 2.64 1.78
H 1.59 -0.62 -0.71
H 1.89 1.34 1.02
H -1.13 1.56 0.75
H -0.17 -3.07 -1.35
*
```

Calculated values
Highest occupied orbital energy: -9.354 eV
E: -319.55251 Eh
Energy above the lowest of the compared OMol25 structures with the same formula, charge and spin: 100.2 kcal per mole
SMILES: C=Cc1c[nH]nn1
Frontier orbital gap: 0.3631 hartree